1.
Density functional theory data (the ωB97M-V functional and the def2-TZVPD basis) for a molecular structure, C96H212F4N12O8S4 at a distorted geometry.

Each line ends with the Mulliken charge.
CARTESIAN COORDINATES (ANGSTROEM)
C1 1.2281 4.9953 -7.7533  -0.88
C2 2.6723 5.5636 -7.6301  -0.92
C3 3.2670 5.3247 -6.2323  0.58
C4 4.6520 5.9045 -6.1145  -1.00
N1 5.1731 6.2455 -4.6708  0.37
C5 4.9219 5.1195 -3.6818  0.48
C6 4.3800 5.8221 -2.4600  0.43
C7 4.6663 7.3247 -2.5940  -0.91
C8 4.5388 7.5372 -4.0594  -0.53
C9 6.6792 6.3784 -4.8213  -1.19
H1 1.2265 3.8934 -7.7345  -0.13
H2 0.8126 5.2945 -8.7241  0.49
H3 0.5833 5.4184 -6.9973  0.40
H4 2.6401 6.6469 -7.8017  0.49
H5 3.3879 5.1356 -8.3649  0.36
H6 3.3872 4.2328 -6.0988  -0.29
H7 2.5610 5.6950 -5.4869  0.25
H8 4.7592 6.8391 -6.6762  0.41
H9 5.3227 5.1816 -6.5825  0.41
H10 5.9117 4.6413 -3.5977  -0.33
H11 4.2332 4.4179 -4.1893  -0.29
H12 4.7524 5.3928 -1.5249  0.32
H13 3.2892 5.7675 -2.4455  -0.27
H14 5.6598 7.6224 -2.2460  0.42
H15 3.9329 7.9184 -2.0555  0.46
H16 5.0923 8.3860 -4.4661  0.34
H17 3.5279 7.4977 -4.4680  0.35
H18 7.0506 5.4605 -5.2923  0.47
H19 7.1744 6.5528 -3.8676  0.41
H20 6.8889 7.1889 -5.5202  0.40
C10 6.6570 3.6915 1.1975  -1.54
C11 6.8156 3.2330 -0.2327  0.64
C12 8.2199 2.5633 -0.4529  -0.65
C13 8.4536 2.2733 -1.9301  -0.58
N2 9.6960 1.5046 -2.2118  0.21
C14 10.9551 2.3619 -2.0306  -0.44
C15 10.8790 3.2970 -3.2576  -0.60
C16 10.1031 2.5459 -4.3678  -0.47
C17 9.7158 1.2149 -3.7121  -0.34
C18 9.7186 0.2517 -1.4821  -1.15
H21 6.6916 2.8350 1.8644  0.32
H22 5.6712 4.1662 1.2823  0.40
H23 7.4493 4.3893 1.4918  0.45
H24 6.6679 4.0839 -0.9669  -0.26
H25 5.9954 2.5131 -0.4784  -0.15
H26 8.3703 1.7699 0.2863  0.42
H27 8.9183 3.3719 -0.1642  0.38
H28 8.5309 3.2134 -2.4798  0.29
H29 7.6048 1.6630 -2.2097  -0.05
H30 11.7712 1.6299 -2.0214  0.49
H31 10.8543 2.8746 -1.0793  0.32
H32 11.8910 3.5514 -3.6103  0.44
H33 10.4240 4.2634 -2.9867  0.27
H34 10.6953 2.3176 -5.2615  0.44
H35 9.2132 3.0631 -4.7390  0.07
H36 10.4516 0.4257 -3.8127  0.55
H37 8.7328 0.8810 -4.0702  0.18
H38 8.8026 -0.3216 -1.7001  0.37
H39 9.8089 0.2988 -0.3963  0.43
H40 10.5357 -0.3898 -1.7981  0.50
C19 -2.9691 6.0639 4.4611  -1.35
C20 -1.8049 5.1079 4.1404  -0.77
C21 -1.8422 4.8702 2.6345  0.79
C22 -1.6688 6.1180 1.8391  -0.69
N3 -1.6274 5.9058 0.3083  0.76
C23 -0.3346 5.2124 -0.1111  0.29
C24 0.5878 6.3372 -0.6341  -0.14
C25 -0.0688 7.6776 -0.3095  -1.05
C26 -1.5309 7.2390 -0.4304  -0.61
C27 -2.7528 5.1513 -0.2248  -2.18
H41 -2.8796 7.0661 4.0051  0.31
H42 -3.0226 6.2140 5.5295  0.46
H43 -3.8949 5.6117 4.0998  0.37
H44 -1.9711 4.1846 4.6780  0.37
H45 -0.7799 5.4041 4.3800  0.45
H46 -2.7839 4.3380 2.4483  0.12
H47 -1.0094 4.1840 2.3744  -0.38
H48 -0.7111 6.6527 1.9947  0.11
H49 -2.4947 6.8062 2.0804  0.46
H50 -0.6946 4.4702 -0.8244  0.04
H51 0.0906 4.7412 0.7846  -0.23
H52 0.7479 6.2548 -1.7115  0.12
H53 1.5593 6.2453 -0.1235  0.36
H54 0.0437 8.4533 -1.0845  0.45
H55 0.2587 8.1271 0.6464  0.37
H56 -1.8336 7.0399 -1.4611  0.44
H57 -2.2460 7.9603 -0.0702  0.43
H58 -3.7452 5.5484 0.0567  0.52
H59 -2.8683 4.1409 0.1641  0.27
H60 -2.7580 5.0150 -1.3054  1.07
C28 -5.5439 -9.3480 0.7150  -1.22
C29 -5.0036 -9.0117 2.0368  -0.28
C30 -3.5202 -8.5794 1.8378  -0.47
C31 -3.4864 -7.2279 1.1831  -0.74
N4 -2.1368 -6.7886 0.6003  1.14
C32 -2.3209 -5.2697 0.1510  -0.23
C33 -1.7607 -5.1833 -1.2555  0.15
C34 -2.0295 -6.5932 -1.7814  -0.99
C35 -1.7335 -7.5102 -0.6452  -0.57
C36 -1.0713 -6.8436 1.5984  -1.52
H61 -5.5227 -8.5649 -0.0523  0.25
H62 -6.5724 -9.7329 0.6608  0.42
H63 -4.9865 -10.1865 0.2720  0.37
H64 -5.0864 -9.8669 2.7110  0.42
H65 -5.5753 -8.1718 2.4467  0.08
H66 -2.9881 -9.3293 1.2334  0.36
H67 -3.0682 -8.5098 2.8407  0.35
H68 -3.7849 -6.4301 1.8530  0.12
H69 -4.1241 -7.1457 0.2975  0.31
H70 -1.8872 -4.5894 0.8960  0.04
H71 -3.3866 -5.0691 0.0639  -0.27
H72 -0.6878 -4.9918 -1.2274  0.14
H73 -2.2921 -4.4081 -1.8160  0.27
H74 -1.4955 -6.9120 -2.6904  0.45
H75 -3.1100 -6.6725 -1.9867  0.33
H76 -0.6631 -7.7270 -0.5576  0.45
H77 -2.2378 -8.4692 -0.8160  0.31
H78 -1.3737 -6.4189 2.5377  0.50
H79 -0.1742 -6.3421 1.1964  0.46
H80 -0.8094 -7.8863 1.8151  0.40
C37 -8.1331 -6.1095 2.1130  -1.64
C38 -6.8009 -5.5845 1.5968  0.38
C39 -6.4742 -4.1873 2.0816  0.79
C40 -6.2191 -4.2573 3.5303  -1.33
N5 -5.7179 -2.9779 4.2214  0.96
C41 -5.6876 -3.2180 5.7500  0.70
C42 -7.0961 -2.9511 6.1885  -1.16
C43 -7.7684 -2.1170 5.0507  -1.14
C44 -6.6158 -1.7408 4.1006  0.01
C45 -4.3541 -2.6813 3.6772  -1.07
H81 -8.1350 -6.3350 3.1746  0.38
H82 -8.4954 -7.0000 1.5965  0.45
H83 -8.9187 -5.3641 1.9669  0.43
H84 -6.7938 -5.5821 0.5000  0.54
H85 -6.0353 -6.2938 1.9525  -0.75
H86 -7.2745 -3.4985 1.8060  0.30
H87 -5.5277 -3.9147 1.5814  -0.52
H88 -5.4310 -5.0114 3.7156  0.03
H89 -7.0765 -4.5783 4.1114  0.77
H90 -5.0591 -2.4328 6.1728  -0.83
H91 -5.2519 -4.1957 5.9755  0.52
H92 -7.0824 -2.4104 7.1318  0.55
H93 -7.6250 -3.8763 6.4307  0.48
H94 -8.3002 -1.2664 5.4786  0.50
H95 -8.4621 -2.7947 4.5726  0.41
H96 -5.9653 -0.9320 4.4119  0.16
H97 -6.9359 -1.6273 3.0644  0.17
H98 -3.8388 -3.6058 3.4505  0.18
H99 -3.7814 -2.0188 4.3570  0.68
H100 -4.4880 -2.1973 2.6951  -0.16
C46 2.2564 -4.1611 5.7245  -1.09
C47 0.8275 -4.6889 5.4622  -0.37
C48 -0.1342 -3.8254 6.2375  0.73
C49 -0.1487 -4.2287 7.6952  -1.49
N6 -0.9735 -3.3854 8.6693  0.39
C50 -1.2062 -4.1085 9.9986  -0.58
C51 -2.3495 -5.0585 9.6699  -1.01
C52 -3.0172 -4.5408 8.3788  -0.47
C53 -2.4383 -3.1680 8.2069  0.47
C54 -0.2588 -2.0799 8.9197  -0.69
H101 2.4341 -3.2958 5.0911  0.09
H102 3.0958 -4.8537 5.6338  0.44
H103 2.2965 -3.7622 6.7444  0.34
H104 0.7533 -5.7381 5.7461  0.36
H105 0.5090 -4.6354 4.4063  0.16
H106 -1.1495 -3.8948 5.8246  -0.23
H107 0.2233 -2.7854 6.1606  0.01
H108 0.8562 -4.2656 8.1038  0.74
H109 -0.5156 -5.2548 7.7424  0.39
H110 -1.4831 -3.3233 10.7256  0.45
H111 -0.2683 -4.5610 10.3520  0.43
H112 -2.9964 -5.2173 10.5341  0.42
H113 -1.8919 -6.0077 9.4249  0.36
H114 -4.1189 -4.5063 8.4590  0.51
H115 -2.7785 -5.1903 7.5403  0.36
H116 -2.8137 -2.3742 8.8710  -0.05
H117 -2.4545 -2.7411 7.1976  -0.48
H118 0.1962 -1.7035 8.0056  0.26
H119 0.5243 -2.2320 9.6734  0.38
H120 -0.9692 -1.3376 9.2787  0.23
C55 1.0106 -3.1901 -3.5611  -0.88
C56 2.2423 -2.7014 -4.2634  -0.48
C57 2.2365 -1.1721 -4.3151  -0.41
C58 1.2459 -0.5950 -5.2981  -1.42
N7 1.4288 0.8672 -5.6190  1.05
C59 0.2885 1.4854 -6.4379  -0.31
C60 0.3397 0.7383 -7.7402  -0.64
C61 1.8487 0.6231 -7.9620  -1.01
C62 2.5262 1.0587 -6.6337  0.12
C63 1.6973 1.5815 -4.3504  -1.77
H121 0.7357 -2.5908 -2.6802  -0.08
H122 1.0920 -4.1898 -3.1898  0.69
H123 0.0937 -3.2563 -4.1606  0.43
H124 2.3334 -3.0889 -5.2873  0.47
H125 3.1647 -2.9173 -3.7245  0.10
H126 3.2415 -0.8453 -4.5994  0.34
H127 2.0958 -0.7102 -3.3268  0.14
H128 0.2370 -0.7166 -4.9045  0.40
H129 1.3396 -1.2123 -6.1944  0.72
H130 0.4583 2.5778 -6.5448  -0.08
H131 -0.6431 1.2442 -5.9279  0.30
H132 -0.2376 1.2479 -8.5353  0.35
H133 -0.1517 -0.2152 -7.5648  0.50
H134 2.1257 1.2699 -8.7924  0.46
H135 2.1238 -0.4242 -8.2833  0.35
H136 2.6913 2.1503 -6.5147  -0.22
H137 3.4060 0.4899 -6.3141  0.51
H138 2.5982 1.2952 -3.8083  0.49
H139 0.7883 1.4612 -3.7539  0.34
H140 1.7785 2.6303 -4.6274  0.68
C64 4.0585 0.8905 3.3559  -1.14
C65 3.8809 -0.5183 2.8872  0.37
C66 4.9148 -0.9885 1.8966  0.57
C67 4.6594 -2.4587 1.6506  -1.09
N8 5.7171 -3.2468 0.7906  0.26
C68 5.5589 -4.7485 1.0756  -0.55
C69 6.2237 -4.9661 2.4166  -0.69
C70 7.2276 -3.8029 2.5465  -0.73
C71 7.1609 -3.0034 1.2623  -0.51
C72 5.5083 -2.9555 -0.6700  -1.46
C73 5.6923 -1.4919 -1.1634  0.93
C74 5.8098 -1.4740 -2.7044  -0.96
H141 5.1387 1.1189 3.5710  0.40
H142 3.4452 1.1085 4.2306  0.45
H143 3.8290 1.5939 2.5512  -0.06
H144 2.9185 -0.5472 2.3344  -0.31
H145 3.7934 -1.1966 3.7450  0.31
H146 5.8821 -0.8928 2.4002  0.48
H147 4.8730 -0.3760 0.9941  -0.48
H148 3.7191 -2.6831 1.1491  0.24
H149 4.6567 -2.9933 2.6135  0.32
H150 6.1208 -5.1945 0.2447  0.52
H151 4.5249 -4.9750 0.8525  0.45
H152 6.7500 -5.9170 2.4285  0.42
H153 5.5323 -4.9151 3.2744  0.16
H154 8.2573 -4.0937 2.7091  0.50
H155 6.9386 -3.1416 3.3509  0.27
H156 7.7528 -3.4785 0.4807  0.54
H157 7.4192 -1.9587 1.4016  0.40
H158 4.4749 -3.2538 -0.8671  0.51
H159 6.1481 -3.7031 -1.1645  0.54
H160 6.4925 -0.9826 -0.6373  0.33
H161 4.7720 -0.9849 -0.9062  -0.48
H162 6.4180 -2.2787 -3.1253  0.56
H163 6.2058 -0.5115 -3.0522  0.20
H164 4.8085 -1.6384 -3.1365  -0.32
C75 2.4681 2.7091 -0.8164  0.07
C76 2.0804 1.7161 0.2563  0.77
C77 0.5841 1.3656 0.2465  0.98
C78 0.2879 0.2465 1.2819  -2.02
N9 -1.2005 0.0197 1.4710  0.85
C79 -1.8978 1.0962 2.3397  1.50
C80 -1.4673 0.7869 3.7685  -1.01
C81 -1.0121 -0.7225 3.7374  0.58
C82 -1.3878 -1.2122 2.3683  -0.16
C83 -1.8588 -0.1305 0.1240  0.17
C84 -1.3266 -1.2715 -0.7860  1.78
C85 -2.1389 -1.3926 -2.0642  -1.11
H165 2.1310 3.7069 -0.5012  -0.08
H166 1.9790 2.4196 -1.7360  -0.26
H167 3.5610 2.7053 -0.9436  0.05
H168 2.3467 2.1520 1.2260  0.21
H169 2.6471 0.7817 0.1795  -0.70
H170 0.3405 0.9781 -0.7545  -0.34
H171 0.0273 2.2805 0.4462  -0.79
H172 0.6575 0.5318 2.2744  1.15
H173 0.6925 -0.7346 1.0237  0.44
H174 -2.9512 0.9416 2.0869  -1.10
H175 -1.6680 2.1012 1.9949  -0.19
H176 -2.2658 0.9053 4.5169  0.36
H177 -0.6325 1.3754 4.1495  0.32
H178 -1.5497 -1.2894 4.4851  -0.38
H179 0.0756 -0.8298 3.8884  0.27
H180 -2.4707 -1.3626 2.3869  -0.43
H181 -0.8781 -2.1089 2.0252  0.44
H182 -1.7645 0.8024 -0.4502  0.61
H183 -2.9284 -0.2941 0.3110  -0.75
H184 -1.3945 -2.2607 -0.2857  -0.91
H185 -0.2538 -1.1632 -1.0230  -0.31
H186 -1.7335 -2.2203 -2.6701  0.24
H187 -2.0344 -0.5045 -2.6853  0.31
H188 -3.2175 -1.5382 -1.8891  0.01
C86 -3.4749 2.5944 -9.1696  -1.58
C87 -3.2149 2.3740 -7.7085  -0.06
C88 -4.5380 2.5730 -6.8885  -0.72
C89 -4.1303 2.9775 -5.4286  -1.21
N10 -5.2946 3.1015 -4.4526  0.41
C90 -6.2213 4.3119 -4.8969  -0.54
C91 -6.8864 4.5806 -3.5115  -1.11
C92 -5.9670 4.1778 -2.3188  -0.39
C93 -4.7803 3.5303 -3.0460  -0.13
C94 -6.0748 1.7513 -4.3949  -1.36
C95 -5.2546 0.4996 -4.0690  1.14
C96 -6.2331 -0.6686 -3.9625  -1.63
H189 -3.8922 3.5834 -9.3791  0.41
H190 -4.2063 1.8416 -9.4641  0.36
H191 -2.5985 2.3634 -9.7525  0.41
H192 -2.4784 3.0807 -7.3243  0.19
H193 -2.8007 1.3647 -7.5548  0.24
H194 -5.0954 1.6398 -6.9649  0.45
H195 -5.1739 3.3322 -7.3582  0.46
H196 -3.7763 4.0164 -5.4130  0.78
H197 -3.2954 2.3930 -5.0152  0.27
H198 -7.0161 3.9454 -5.5463  0.37
H199 -5.6045 5.0108 -5.4524  0.49
H200 -7.7896 3.9656 -3.4886  0.44
H201 -7.2766 5.6000 -3.4456  0.47
H202 -6.4730 3.4734 -1.6645  0.26
H203 -5.6938 5.0865 -1.7425  0.38
H204 -4.3436 2.6388 -2.6015  -0.18
H205 -3.9959 4.2610 -3.2939  0.39
H206 -6.5079 1.6310 -5.4167  0.40
H207 -6.9186 1.9562 -3.7372  0.86
H208 -4.6523 0.6560 -3.1784  -0.36
H209 -4.5796 0.3284 -4.9400  0.02
H210 -6.6781 -0.7967 -4.9265  0.51
H211 -7.0077 -0.3634 -3.2340  0.35
H212 -5.8076 -1.6198 -3.6060  0.33
N11 -5.1008 0.2874 1.4209  -0.37
S1 -5.7795 -0.4966 0.1108  0.45
O1 -5.4215 0.3938 -1.0556  0.06
O2 -6.9736 -1.1760 0.1765  -0.50
F1 -4.5703 -1.7853 0.0055  -0.32
S2 -5.6181 1.5606 1.9971  0.90
O3 -6.9503 1.8350 1.7367  -0.67
O4 -4.5444 2.4999 1.7063  -0.22
F2 -5.5030 1.1683 3.6726  -0.31
N12 -4.1206 -0.1593 8.6437  -0.32
S3 -4.2330 0.2166 7.1896  1.15
O5 -3.4267 -0.7177 6.3216  -0.42
O6 -4.2613 1.5551 6.7806  -0.57
F3 -5.8627 -0.2614 6.8646  -0.39
S4 -3.4412 0.4580 9.9302  1.09
O7 -4.2532 1.3236 10.7122  -0.50
O8 -2.0400 0.7305 9.5775  -0.57
F4 -3.3227 -1.0591 10.8039  -0.33

Output
Net charge: +8
Lowest unoccupied orbital energy, eV: -13.8515

2.
Density functional theory data (the ωB97M-V functional and the def2-TZVPD basis) for C9F21N in the gas phase.

Each line ends with the Mulliken charge.
CARTESIAN COORDINATES (ANGSTROEM)
F1 2.1564 2.4078 -1.4805  -0.23
C1 1.9839 1.2303 -2.0598  0.64
F2 2.5259 1.2836 -3.2683  -0.27
F3 2.6315 0.3049 -1.3623  -0.21
C2 0.4753 0.8457 -2.2017  0.73
F4 -0.0539 1.5837 -3.1866  -0.32
F5 0.4373 -0.4419 -2.5975  -0.27
C3 -0.4527 1.0171 -0.9399  0.16
F6 -0.2239 2.2163 -0.3853  -0.22
F7 -1.7112 1.0602 -1.3833  -0.31
N1 -0.3069 -0.0480 0.0406  0.74
C4 0.5475 0.2201 1.1907  0.16
F8 1.5286 1.0453 0.8045  -0.39
F9 1.1489 -0.9055 1.5776  -0.29
C5 -0.1831 0.8563 2.4338  0.91
F10 -0.6749 -0.1108 3.2203  -0.28
F11 -1.2218 1.6037 2.0236  -0.27
C6 0.7756 1.7489 3.2861  0.65
F12 0.2037 2.0458 4.4432  -0.26
F13 1.9134 1.1125 3.5357  -0.25
F14 1.0529 2.8818 2.6565  -0.22
C7 -1.3998 -0.9796 0.2393  0.49
F15 -2.5403 -0.3478 0.5613  -0.30
F16 -1.1142 -1.7735 1.2795  -0.34
C8 -1.6830 -1.9560 -0.9579  0.61
F17 -1.8967 -1.3183 -2.1140  -0.24
F18 -2.8149 -2.6136 -0.6624  -0.30
C9 -0.5341 -3.0071 -1.1358  0.62
F19 -0.7161 -4.0294 -0.3150  -0.26
F20 -0.5096 -3.4618 -2.3764  -0.27
F21 0.6560 -2.4705 -0.8660  -0.19

Output
Energy above the lowest of the compared OMol25 structures with the same formula, charge and spin, kcal per mole: 3.06
SMILES: FC(F)(F)C(F)(F)C(F)(F)N(C(F)(F)C(F)(F)C(F)(F)F)C(F)(F)C(F)(F)C(F)(F)F
Lowest unoccupied orbital energy, eV: 0.8327

| no. | HOMO level (eV) | HOMO-LUMO gap (Ha) |
| --- | --- | --- |
| 1 | -20.24 | 0.235 |
| 2 | -12.21 | 0.479 |